Record 1
Below is one molecule with the formula C6H8, with properties calculated with wB97M-V/def2-TZVPD.

Structure (XYZ):
```
14
Properties=species:S:1:pos:R:3:forces:R:3:mulliken_charge:R:1
C 1.71573 -0.38052 0.22861 0.2 0.2 -0.2 -0.220
C -0.87375 -0.98247 0.14245 0.0 -0.2 0.0 -0.566
C 0.37066 -0.11113 0.16476 0.2 -0.1 0.0 0.559
C -0.42686 1.15499 -0.05046 0.0 0.2 0.0 -0.508
C -1.60145 0.23831 -0.48367 -0.2 0.0 -0.1 -0.539
C 3.00078 -0.11111 0.29524 -0.3 -0.1 -0.1 -0.686
H -1.26878 -1.22214 1.13649 0.1 0.1 -0.1 0.256
H -1.67335 0.15509 -1.57073 0.0 0.0 0.2 0.250
H -0.81266 -1.90178 -0.44806 0.0 0.1 0.1 0.297
H -0.01093 1.85801 -0.77974 0.0 -0.1 0.1 0.291
H 1.25597 -0.85947 1.20520 0.0 0.0 0.2 0.179
H -0.63770 1.69295 0.88063 0.0 -0.1 -0.1 0.219
H -2.58540 0.47653 -0.07302 0.2 0.0 -0.1 0.292
H 3.54773 -0.00727 -0.64770 -0.1 0.0 0.1 0.175
```
Positions in Å, forces in eV/Å.

Total charge: 0
Spin multiplicity: 1
Relative energy (zero: lowest compared OMol25 entry of this formula, charge and spin), eV: 5.230
Lowest unoccupied orbital energy, eV: 0.2
E, eV: -6345.5535



Record 2
Below is a 5-piece molecular cluster, C32H40F5NO4PS overall, with properties calculated with wB97M-V/def2-TZVPD.

Structure (XYZ):
```
84
Properties=species:S:1:pos:R:3:forces:R:3:mulliken_charge:R:1
S 4.21151 -3.75328 -0.58499 0.2 -0.4 -0.4 0.925
P 2.30621 -2.90780 -1.24490 -0.1 0.2 0.0 0.684
F 4.93975 -1.11705 0.47400 0.0 0.1 -0.2 -0.206
F 6.07462 -2.03029 2.06743 0.2 -0.1 0.0 -0.233
F 4.09911 -1.25173 2.44895 -0.1 0.1 0.2 -0.235
F 2.92834 -3.25475 1.54613 -0.1 0.0 0.1 -0.215
F 4.84506 -4.24233 1.86066 0.1 0.0 0.1 -0.224
O 3.94969 -5.16094 -0.62090 0.0 0.3 0.2 -0.598
O 5.26954 -3.15299 -1.33058 -0.1 0.0 0.1 -0.572
O 0.16895 -3.01816 0.23050 0.2 0.1 0.0 -0.296
O 2.24208 -1.45742 -0.62237 0.0 -0.2 -0.4 -0.472
N 2.44241 -3.00557 -2.85955 0.4 0.4 0.4 -0.242
C 5.33406 2.10793 -0.49223 0.0 0.0 0.0 -0.230
C 1.64217 -2.04501 -3.68502 -0.2 -0.2 -0.4 -0.652
C 2.39562 -0.77393 -4.00514 -0.1 0.1 -0.1 -0.894
C 0.86333 -3.85162 -0.63931 -0.2 0.2 -0.1 -0.666
C 0.30390 -2.47621 3.68494 0.0 0.0 0.0 -1.241
C -0.63581 -2.53905 2.46503 0.3 -0.2 0.2 -0.055
C 2.47986 4.24415 -5.37583 0.0 0.0 0.0 -0.377
C 6.45206 2.53335 -1.19732 0.0 0.0 0.0 -0.482
C -8.27728 1.45652 1.55531 0.0 0.0 0.0 -0.030
C -7.80787 2.19949 -0.68243 0.0 0.0 0.0 -0.396
C 1.95048 2.73049 -3.11495 -0.1 -0.1 0.0 -0.466
C 3.23885 3.18315 -3.35508 0.1 0.0 0.0 0.125
C 1.19047 3.78922 -5.13385 0.0 0.0 0.0 -0.476
C -6.44595 -0.86300 4.45916 0.0 0.0 0.0 -0.381
C 3.50321 3.94043 -4.48805 0.0 0.0 0.0 -0.596
C -3.73640 -1.28531 4.88237 0.0 0.0 0.0 -0.143
C 4.51536 3.03421 0.13996 0.0 0.0 0.0 -0.365
C -10.07470 2.14609 0.11683 0.0 0.0 0.0 -0.332
C -0.29352 -3.62958 1.45349 -0.3 -0.1 0.2 -0.757
C -7.36521 1.72235 0.54354 0.0 0.0 0.0 -0.326
C -4.64531 -1.54701 5.89822 0.0 0.0 0.0 -0.544
C -4.18181 -0.81161 3.65624 0.0 0.0 0.0 -0.553
C 4.23592 -3.26089 1.22661 0.1 0.1 0.0 0.520
C 4.81380 4.38743 0.06857 0.0 0.0 0.0 -0.452
C -9.16299 2.40942 -0.89613 0.0 0.0 0.0 -0.413
C -9.63201 1.67101 1.34338 0.0 0.0 0.0 -0.534
C -6.00015 -1.33395 5.68657 0.0 0.0 0.0 -0.391
C 0.92505 3.02947 -4.00259 0.0 0.0 0.0 -0.490
C 4.87146 -1.86351 1.56936 -0.1 -0.2 0.0 0.722
C 5.92857 4.81344 -0.64032 0.0 0.0 0.0 -0.475
C -5.53718 -0.60169 3.44354 0.0 0.0 0.0 -0.097
C 6.74747 3.88760 -1.27302 0.0 0.0 0.0 -0.418
H -7.09698 2.41153 -1.47075 0.0 0.0 0.0 0.350
H 1.22699 -4.78292 -0.19602 0.0 0.0 0.0 0.466
H -4.29841 -1.91602 6.85454 0.0 0.0 0.0 0.370
H -7.50353 -0.70118 4.29468 0.0 0.0 0.0 0.386
H 4.17671 5.11016 0.56095 0.0 0.0 0.0 0.386
H -0.08191 2.67895 -3.81153 0.0 0.0 0.0 0.394
H 6.16076 5.86860 -0.69839 0.0 0.0 0.0 0.397
H -6.70924 -1.53527 6.47863 0.0 0.0 0.0 0.373
H -1.17127 -4.23446 1.22014 0.0 0.0 -0.1 0.351
H -2.67864 -1.44978 5.05038 0.0 0.0 0.0 0.346
H 0.39243 4.03143 -5.82339 0.0 0.0 0.0 0.386
H 3.64020 2.70195 0.68500 0.0 0.0 0.0 0.390
H -5.88553 -0.23704 2.48556 0.0 0.0 0.0 0.254
H -1.64874 -2.71042 2.82127 -0.1 0.2 -0.1 0.251
H 1.77096 -0.14883 -4.64240 0.0 0.1 0.0 0.345
H -6.30707 1.56254 0.71144 0.0 0.0 0.0 0.367
H -3.47261 -0.60311 2.86415 0.0 0.0 0.0 0.388
H 7.09102 1.81157 -1.69002 0.0 0.0 0.0 0.384
H 2.63552 -0.19673 -3.11404 0.1 0.0 0.0 0.208
H 1.34186 -1.08947 -0.58273 0.0 0.0 0.4 0.382
H -7.93265 1.08808 2.51330 0.0 0.0 0.0 0.234
H 4.50794 4.29568 -4.67664 0.0 0.0 0.0 0.417
H 1.74385 2.14478 -2.22550 0.0 0.0 0.0 0.511
H 0.48177 -4.29574 1.83838 0.1 0.0 0.0 0.448
H 3.30700 -0.98578 -4.56366 0.1 0.0 0.1 0.372
H 2.68593 4.83854 -6.25624 0.0 0.0 0.0 0.382
H 4.03322 2.95094 -2.65788 0.0 0.0 0.0 0.202
H -9.50904 2.78043 -1.85203 0.0 0.0 0.0 0.356
H 1.14727 -3.16080 3.59758 0.0 0.0 -0.1 0.348
H 0.70629 -1.47623 3.83416 0.0 0.0 0.0 0.273
H -0.60726 -1.58703 1.93692 -0.2 0.0 -0.1 0.254
H 0.27770 -4.09593 -1.53265 0.0 -0.1 0.0 0.522
H 3.41304 -3.03132 -3.16929 0.0 -0.1 -0.1 0.387
H -0.22451 -2.74334 4.59775 0.0 0.0 0.0 0.317
H 7.61662 4.22187 -1.82417 0.0 0.0 0.0 0.388
H 0.69945 -1.82932 -3.17750 0.0 -0.1 0.2 0.382
H -11.13090 2.31275 -0.04936 0.0 0.0 0.0 0.364
H 1.37469 -2.57261 -4.59841 0.0 -0.1 0.0 0.384
H 5.09708 1.05382 -0.44242 0.0 0.0 0.0 0.475
H -10.34278 1.46863 2.13398 0.0 0.0 0.0 0.362
```
Positions in Å, forces in eV/Å.

Total charge: +1
Spin multiplicity: 1
Lowest unoccupied orbital energy, eV: -3.6
E, eV: -77216.7520



Record 3
Below is one molecule with the formula C6H13NO2, with properties calculated with wB97M-V/def2-TZVPD.

Structure (XYZ):
```
22
Properties=species:S:1:pos:R:3:forces:R:3:mulliken_charge:R:1
O 2.38524 -0.16622 -1.58535 0.8 0.6 0.7 -0.527
O -0.15089 0.99371 -1.21543 -1.6 -0.1 -0.5 -0.449
N -0.66125 -0.52277 0.40598 -1.2 -1.4 1.1 0.064
C -1.79121 0.36517 0.27551 -0.7 0.3 2.0 -0.473
C -0.43517 -1.15956 1.73124 0.6 -0.2 -0.9 -0.955
C 1.28580 -0.84746 -1.09686 -0.9 -1.8 1.1 -0.659
C 0.39528 0.10877 -0.29250 3.0 0.4 0.0 0.933
C -1.56823 0.84083 -1.09192 0.0 0.5 -1.9 -0.431
C 1.21959 1.00300 0.60994 -1.1 -0.2 1.8 -1.639
H 0.55889 -1.67513 1.70275 -0.9 0.4 0.1 0.308
H -1.21470 -1.93568 1.91601 0.5 0.7 -0.1 0.302
H -1.83525 1.23466 1.01565 0.3 -0.9 -0.6 0.251
H 0.65211 -1.30688 -1.90098 0.5 0.3 0.7 0.351
H 0.45606 1.64331 1.12313 0.8 -0.2 -0.3 0.386
H -1.97045 0.08640 -1.80211 0.3 0.5 0.1 0.250
H -1.92623 1.83166 -1.30722 -0.8 0.2 -0.1 0.327
H 1.72121 0.42366 1.40095 0.2 0.3 -0.3 0.320
H -2.72503 -0.19114 0.39934 0.0 0.1 -0.1 0.396
H 1.66860 -1.65386 -0.39354 -0.6 0.5 -0.8 0.188
H 2.45280 -0.25507 -2.51447 0.0 -0.1 -1.3 0.326
H -0.40705 -0.43212 2.56070 -0.1 -0.2 -0.2 0.329
H 1.88990 1.61473 0.05919 0.6 0.4 -0.4 0.400
```
Positions in Å, forces in eV/Å.

Total charge: 0
Spin multiplicity: 1
Relative energy (zero: lowest compared OMol25 entry of this formula, charge and spin), eV: 2.023
Lowest unoccupied orbital energy, eV: 0.9
E, eV: -12016.7019



Record 4
Below is C35H25BrF10N8O5STa as an isolated structure, with properties calculated with wB97M-V/def2-TZVPD.

Structure (XYZ):
```
86
Properties=species:S:1:pos:R:3:forces:R:3:mulliken_charge:R:1
Ta -1.12571 0.26751 0.74415 2.2 4.1 0.7 1.388
Br -5.70150 -2.50839 5.75216 0.0 0.1 0.2 -0.118
S 7.03951 2.71560 -3.67553 1.0 1.9 0.0 1.179
F 4.44529 -1.99048 1.54401 -1.4 -0.5 0.6 -0.312
F 3.05274 0.12570 1.89223 -1.7 -1.5 -0.6 -0.417
F -2.42831 -0.30531 -2.36105 1.5 1.5 -0.5 -0.213
F -2.14938 0.04188 -5.05380 0.4 0.7 0.9 -0.280
F 0.69633 -4.87412 1.89931 0.7 1.9 0.4 -0.359
F -1.30627 2.45757 -6.04709 0.5 -0.5 1.4 -0.249
F 0.15534 3.79057 -1.72315 -0.6 -1.0 -1.0 -0.444
F -0.79717 -2.68882 2.85395 1.9 0.1 -1.3 -0.300
F 3.48145 -4.46132 2.19759 0.1 -0.6 -0.5 -0.250
F 0.08068 4.19321 -4.36075 -0.6 -1.2 0.3 -0.255
O -4.09854 -0.20450 -0.10308 0.3 -0.6 2.3 -0.516
O 5.96184 3.44121 -4.37441 1.2 -0.5 0.4 -0.669
O 8.41206 2.90354 -4.21380 -2.6 -1.2 0.3 -0.648
O 7.01955 2.82329 -2.21274 -0.2 0.0 -0.3 -0.681
O -2.81310 0.02437 1.74941 0.4 -0.2 -1.1 -0.714
N -0.82263 2.29247 1.90512 1.2 0.3 0.9 -0.174
N 0.96501 0.03205 -0.65275 -0.4 0.3 0.9 0.889
N 0.08740 -0.00428 2.31914 0.9 -0.6 0.4 1.213
N 6.98159 0.02109 -4.26979 0.2 -1.2 0.7 -0.494
N -1.36919 -1.61224 0.18443 -0.4 -5.8 -2.4 0.235
N -1.54181 1.75779 -0.57503 0.4 0.0 2.3 0.329
N 5.07457 1.05287 -3.32326 -1.4 -3.1 2.1 -0.224
N -7.36228 -0.22211 2.75180 0.5 -0.4 0.5 -0.573
C 1.73312 1.14172 -0.91808 1.3 -1.9 -1.6 -0.494
C -2.16402 2.98840 0.04196 -0.7 1.2 -1.6 -0.897
C -7.18044 -0.88552 3.92045 -1.8 0.1 -0.3 -0.008
C 2.32821 -1.05851 1.85021 0.5 1.4 1.7 0.860
C -1.12587 1.78134 -1.91167 -1.4 -1.2 -2.3 0.548
C -1.59192 0.93098 -4.20281 -0.5 0.5 -1.4 0.253
C -0.69029 1.92948 3.35846 -0.1 1.5 0.4 -0.955
C 2.66997 -1.33680 -1.71411 -1.7 0.6 0.7 -1.095
C 1.25668 -3.60564 1.98183 -0.3 -1.9 1.4 -0.003
C -5.96660 -1.38550 4.28378 2.4 0.2 -2.2 -0.321
C 6.42136 -1.17809 -4.14218 1.6 -0.4 0.1 -0.445
C 1.46317 -1.20215 -0.97191 1.7 0.5 -0.5 -0.423
C -1.10473 2.15988 -4.74900 -0.3 -0.7 -0.3 0.464
C -3.97969 -0.31956 1.11448 -0.7 1.0 -0.8 0.606
C -1.45957 -2.72959 -0.17522 0.1 3.4 1.5 0.667
C 3.12264 -2.19686 1.81627 2.3 0.9 -0.7 0.064
C 4.52336 -0.21163 -3.04942 2.0 1.8 -1.7 0.103
C -2.85203 -4.58961 0.45168 -1.2 0.4 0.9 -1.212
C -6.34252 -0.12225 1.92200 -1.2 -0.1 -0.8 -0.422
C 6.31793 1.03136 -3.73904 0.4 1.7 -1.9 0.161
C 0.50823 -2.51046 2.36904 -1.7 2.1 -0.1 0.312
C 2.96260 1.06550 -1.65825 -3.1 1.1 1.1 -1.286
C -0.42785 2.83344 -2.52459 -0.5 0.1 1.2 -0.275
C -1.93611 3.17628 1.52011 0.3 -0.3 1.3 -0.694
C -5.06250 -0.61941 2.11629 0.3 0.5 0.2 0.025
C -4.85426 -1.18428 3.34195 -1.0 -1.6 2.3 -0.022
C 0.37923 0.89231 3.49198 -0.9 -1.6 -0.6 -0.870
C 3.34862 -0.15358 -2.16515 0.2 -1.8 -0.1 1.048
C 5.16507 -1.35949 -3.54155 -0.5 -0.2 0.5 -0.405
C 0.96692 -1.12293 2.20736 0.1 -2.2 -0.2 -0.715
C -1.66670 0.75818 -2.84580 -0.1 0.7 1.9 0.068
C -1.72254 -4.09810 -0.42545 0.1 -0.7 -2.2 -0.606
C -0.47032 3.04415 -3.90204 0.8 1.4 -0.3 0.225
C 2.65957 -3.47210 2.01956 -0.9 0.7 -0.8 0.479
C 0.46006 3.05252 1.66635 -0.4 0.7 -1.0 -1.055
H 0.53709 3.35741 0.58970 -0.3 0.0 1.2 0.306
H -1.72824 4.26255 1.66103 0.1 -0.8 0.4 0.418
H -0.41013 2.83726 3.89591 0.0 0.0 0.1 0.534
H 2.98464 -2.36414 -1.93705 0.1 0.7 -0.1 0.342
H -2.61279 -4.33192 1.48548 0.0 0.0 0.0 0.353
H 3.37653 2.04057 -1.92786 0.5 -0.7 0.0 0.750
H -8.13395 -1.10166 4.47312 1.2 0.4 -0.3 0.357
H 0.25302 0.31159 4.42935 0.1 0.3 -0.5 0.421
H -2.86846 -5.66680 0.43583 -0.2 -0.3 -0.3 0.418
H 1.38308 2.13626 -0.70951 -0.4 -0.2 0.4 0.490
H 0.96856 -2.09797 -0.51780 0.4 1.0 -0.8 -0.037
H -0.84120 -4.71444 -0.25406 0.4 0.2 0.2 0.285
H 7.19711 -1.98762 -4.36818 -1.9 0.6 -0.1 0.365
H -1.87003 -4.19267 -1.54893 -0.2 0.1 1.1 0.427
H 4.73239 -2.36453 -3.43988 0.3 0.5 0.1 0.316
H -2.74410 2.89064 2.19950 -0.4 0.1 -0.5 0.428
H -6.60191 0.26519 0.96178 0.0 0.6 -0.5 0.527
H -3.26890 2.95076 -0.06584 0.7 0.0 -0.6 0.321
H 0.50965 3.94023 2.37301 -0.1 -1.0 -1.0 0.338
H -1.60513 1.60019 3.82850 -0.5 -0.3 -0.4 0.474
H 1.27149 2.38708 1.86657 0.7 -0.2 0.0 0.352
H -3.86575 -4.16793 0.23928 1.0 -0.4 -0.2 0.336
H 1.39916 1.22778 3.43472 0.4 0.3 0.1 0.503
H -3.92584 -1.67739 3.61549 0.1 0.3 -0.1 0.439
H -1.76248 3.94693 -0.40471 -0.6 -1.4 -0.2 0.515
```
Positions in Å, forces in eV/Å.

Total charge: +1
Spin multiplicity: 1
Relative energy (zero: lowest compared OMol25 entry of this formula, charge and spin), eV: 0.989
Lowest unoccupied orbital energy, eV: -6.2
E, eV: -168450.2269



Record 5
Below is one molecule with the formula C2H4N4O2, with properties calculated with wB97M-V/def2-TZVPD.

Structure (XYZ):
```
12
Properties=species:S:1:pos:R:3:forces:R:3:mulliken_charge:R:1
O -0.46968 -0.65113 0.67094 1.2 0.7 -0.9 -0.429
O 0.27954 0.64047 2.94615 -2.6 -3.3 -2.6 -0.387
N -0.07652 -1.62650 -0.52680 1.2 3.7 -0.8 -0.221
N 0.21558 0.58062 -1.69060 -0.4 -2.7 -0.3 -0.689
N 0.35219 1.24526 -0.49221 -0.5 -4.0 -2.2 0.214
N 0.23718 1.47239 1.73062 0.2 -4.4 -0.2 -0.404
C 0.11498 0.65389 0.70133 -0.9 1.3 1.1 0.661
C 0.01408 -0.71473 -1.78030 -0.4 0.9 -0.3 0.024
H -0.18144 -0.35469 2.55282 2.1 4.1 2.2 0.391
H -0.86136 -2.26501 -0.54128 -0.5 0.3 0.0 0.286
H -0.07891 -1.17305 -2.95500 0.3 1.1 4.0 0.294
H 0.45436 2.19247 -0.61566 0.4 2.3 0.2 0.260
```
Positions in Å, forces in eV/Å.

Total charge: 0
Spin multiplicity: 1
Relative energy (zero: lowest compared OMol25 entry of this formula, charge and spin), eV: 6.495
Lowest unoccupied orbital energy, eV: 0.1
E, eV: -12186.9929



Record 6
Below is one molecule with the formula C12H21N5O3, with properties calculated with wB97M-V/def2-TZVPD.

Structure (XYZ):
```
41
Properties=species:S:1:pos:R:3:forces:R:3:mulliken_charge:R:1
O -0.35944 2.73035 0.39754 -0.2 -0.8 -1.5 -0.529
O -0.24304 1.26595 2.06517 -0.5 -0.2 -0.5 -0.586
O 0.88444 -2.67511 0.78595 0.4 2.0 -0.5 -0.696
N -0.33349 -0.93576 0.12917 -1.8 0.0 0.6 0.047
N 2.46990 -0.25603 1.82782 1.6 2.0 1.2 -0.622
N -6.56843 -0.48788 -1.00260 -0.1 1.6 -1.0 -0.613
N 6.33245 0.55737 -0.36217 2.3 -2.4 0.7 -0.086
N 4.31890 0.67714 -1.13107 -1.0 -0.1 -1.2 -0.535
C -5.15219 -0.69225 -0.75182 0.5 0.0 2.5 -0.679
C -0.69830 0.41219 -0.17312 0.6 -0.4 -1.8 0.013
C 2.10665 -0.56495 0.49081 -0.3 -0.3 -2.2 0.255
C 5.69968 -0.68089 -0.00207 -0.1 2.9 -0.5 -0.713
C 3.20529 -1.36369 -0.25248 1.0 -0.3 0.1 -0.577
C 5.49000 1.22623 -1.15211 0.0 1.7 0.6 -0.206
C -0.45357 1.45373 0.89876 1.4 1.0 0.0 0.325
C -3.06919 0.07192 0.60315 0.0 1.0 0.9 -0.359
C -4.52182 0.37074 0.23489 -0.2 0.2 -0.6 -0.610
C 4.43564 -0.50867 -0.46258 -0.8 -0.5 0.5 0.383
C 0.85763 -1.47181 0.46999 0.3 -2.2 1.3 0.092
C -2.15930 0.38839 -0.57534 -0.4 0.2 0.9 -1.177
H -2.42115 1.39767 -0.88608 -0.1 -0.1 -0.6 0.323
H 6.11947 -1.35883 0.67789 0.6 -0.8 0.5 0.431
H -2.29477 -0.37325 -1.33937 0.0 0.3 -0.4 0.442
H 3.56618 -0.04032 1.85142 -3.4 -0.1 0.1 0.368
H 3.50798 -2.32462 0.29237 -0.8 1.3 -0.8 0.193
H -2.69985 0.67841 1.49629 -0.8 -0.7 -1.0 0.345
H 5.72395 2.22814 -1.55978 -0.1 -0.9 0.2 0.374
H -7.09397 -0.51415 -0.12157 0.3 0.3 -0.6 0.292
H -0.32613 2.66472 -0.60600 -0.1 0.3 1.8 0.427
H 2.83885 -1.56489 -1.27072 -0.1 -0.4 0.4 0.327
H -4.58204 -0.76905 -1.64523 0.2 0.4 -1.1 0.339
H 1.82340 0.54945 2.14645 2.0 -1.6 -0.2 0.317
H -5.15247 0.43485 1.13787 0.2 -0.1 -0.3 0.316
H 1.90986 0.35970 -0.15700 0.2 -1.0 0.7 0.181
H -0.17812 0.67566 -1.13422 0.0 0.3 1.0 0.609
H -1.16898 -1.48146 0.40022 1.3 0.0 -0.3 0.206
H -3.00825 -0.96386 0.89056 0.1 -0.6 0.3 0.289
H -4.94126 -1.68332 -0.27385 -0.7 0.5 -0.2 0.306
H -6.69459 0.47084 -1.48396 0.0 -2.1 1.3 0.280
H -4.51297 1.37672 -0.24943 -0.4 -0.5 0.3 0.285
H 7.34305 0.72061 -0.20378 -1.3 0.0 -0.4 0.223
```
Positions in Å, forces in eV/Å.

Total charge: 0
Spin multiplicity: 1
Relative energy (zero: lowest compared OMol25 entry of this formula, charge and spin), eV: 2.114
Lowest unoccupied orbital energy, eV: 0.3
E, eV: -26377.3382